[1]
Formula: C3H11ClNSi
Source: the Open Molecules 2025 dataset
Level of theory: ωB97M-V with the def2-TZVPD basis set

The geometry in XYZ format:
```
17
Properties=species:S:1:pos:R:3:forces:R:3
C 1.553 -0.145 -1.677 1.36 -3.25 1.80
C 1.829 -0.182 1.587 -2.61 1.57 0.06
C -1.620 -0.276 0.294 3.55 2.24 2.66
N -2.346 0.954 -0.202 1.25 -2.19 -0.15
Si 0.898 0.357 0.042 -0.99 -3.09 -0.68
Cl 0.486 2.280 -0.043 -0.25 1.91 0.21
H 1.394 0.628 -2.366 0.05 1.03 -1.05
H 2.644 -0.511 -1.599 -1.19 1.39 0.01
H 1.187 -1.128 -2.079 -0.53 1.04 0.44
H 1.895 -1.201 1.689 -0.50 -2.80 0.04
H 2.827 0.034 1.504 2.67 1.28 -0.55
H 1.503 0.205 2.562 -0.24 0.15 -0.48
H -1.433 -0.145 1.433 -0.89 -0.25 -1.81
H -2.233 -1.098 0.106 -0.44 -1.60 -0.48
H -2.434 0.822 -1.222 -0.71 0.94 0.77
H -3.063 1.264 0.398 -2.79 -0.45 0.02
H -1.750 1.670 0.079 2.26 2.09 -0.79
```
Positions in Å, forces in eV/Å.

## Properties
Net charge   +1

Löwdin population analysis, charges in e, atoms 1 to 5: atom 1 (C): -0.2188, atom 2 (C): -0.1787, atom 3 (C): -0.1252, atom 4 (N): 0.0769, atom 5 (Si): 0.3413

***

[2]
Formula: C3H11I2N2O2PSb
Source: the Open Molecules 2025 dataset
Level of theory: ωB97M-V with the def2-TZVPD basis set

The geometry in XYZ format:
```
22
Properties=species:S:1:pos:R:3:forces:R:3
C -2.373 -0.546 1.946 0.05 -0.08 0.03
C -1.467 0.505 1.279 0.01 -0.18 0.06
I -2.648 1.653 -0.133 -0.03 0.06 -0.02
C -0.276 -0.149 0.620 0.02 -0.24 0.25
Sb 1.249 1.080 -0.270 -0.34 0.22 -0.63
I 1.654 2.305 2.346 0.05 0.07 0.16
O 2.634 -0.515 0.315 0.08 0.03 0.15
N 2.287 -1.710 -0.106 -0.20 0.05 0.03
O 2.722 -2.599 0.570 0.17 -0.12 -0.10
P 0.883 -0.031 -2.578 -0.08 -0.17 0.22
N -0.158 -1.220 -2.667 -0.11 0.09 -0.01
H -2.431 -0.368 3.021 -0.03 0.01 -0.01
H -3.384 -0.557 1.544 -0.01 0.05 0.03
H -1.956 -1.543 1.794 0.01 0.01 0.01
H -1.136 1.230 2.017 -0.04 0.16 -0.15
H 0.274 -0.678 1.403 -0.01 -0.01 -0.01
H -0.583 -0.874 -0.139 0.08 0.08 -0.09
H 2.694 1.830 -0.743 0.16 -0.11 0.10
H 0.272 2.415 -0.736 -0.02 0.01 0.05
H 0.586 1.075 -3.419 0.19 0.06 -0.01
H 2.191 -0.345 -3.033 0.01 0.08 -0.06
H -0.908 -1.038 -3.323 0.02 -0.06 0.00
```
Positions in Å, forces in eV/Å.

## Properties
Net charge   -1

Löwdin population analysis, charges in e, atoms 1 to 5: atom 1 (C): -0.1737, atom 2 (C): -0.8501, atom 3 (I): 0.7257, atom 4 (C): -0.5217, atom 5 (Sb): 0.6927

***

[3]
Formula: C3H11I2N2O4PSTa
Source: the Open Molecules 2025 dataset
Level of theory: ωB97M-V with the def2-TZVPD basis set

The geometry in XYZ format:
```
25
Properties=species:S:1:pos:R:3:forces:R:3
N 2.747 1.560 -0.800 0.14 0.17 -0.14
P 1.525 1.503 0.177 -0.33 0.33 0.53
O 0.336 2.497 -0.375 0.29 -0.03 -0.35
O 1.866 2.369 1.531 0.48 -0.10 -0.12
Ta 0.795 -1.067 0.373 0.72 -0.28 -0.08
S 0.227 -1.185 -1.983 0.00 0.13 0.17
I 1.488 -0.977 3.095 0.04 0.00 -0.30
C -1.275 -0.450 0.862 -0.14 0.04 0.07
C -2.030 0.551 -0.022 -0.08 -0.01 -0.04
C -3.539 0.388 -0.026 0.00 0.05 0.14
I -4.200 -1.507 -0.773 -0.07 -0.23 -0.14
O 2.681 -1.820 0.042 -0.52 -0.19 -0.53
N 2.950 -2.536 -1.115 0.05 -0.13 0.23
O 3.994 -2.287 -1.593 0.03 0.18 0.18
H 3.115 0.682 -1.137 -0.02 -0.04 0.03
H 0.728 2.945 -1.145 -0.14 -0.07 0.18
H 2.834 2.368 1.641 -0.47 -0.08 -0.04
H 0.178 -2.711 0.795 -0.11 0.22 0.12
H 0.191 -2.529 -1.953 0.12 -0.04 0.11
H -1.245 -0.049 1.883 -0.04 -0.09 0.00
H -1.836 -1.391 0.930 -0.02 0.10 -0.04
H -1.671 0.549 -1.054 -0.08 -0.05 0.02
H -1.849 1.565 0.347 0.07 0.00 -0.04
H -3.965 0.434 0.973 0.03 0.04 0.02
H -4.045 1.100 -0.672 0.06 0.10 0.03
```
Positions in Å, forces in eV/Å.

## Properties
Net charge   -1

Löwdin population analysis, charges in e, atoms 1 to 5: atom 1 (N): -0.2342, atom 2 (P): 0.3158, atom 3 (O): -0.2754, atom 4 (O): -0.3050, atom 5 (Ta): 0.9740

***

[4]
Formula: C3H11N
Source: the Open Molecules 2025 dataset
Level of theory: ωB97M-V with the def2-TZVPD basis set

The geometry in XYZ format:
```
15
Properties=species:S:1:pos:R:3:forces:R:3
C 0.962 1.137 0.803 0.42 1.19 -1.41
C 0.770 -0.399 0.965 -0.81 1.45 -1.46
N 0.180 -0.509 2.278 -4.42 0.14 -2.57
H 0.449 1.679 1.624 1.05 -0.57 -0.03
H 2.054 1.234 0.722 -0.26 1.06 0.40
H 0.503 1.725 -0.083 0.74 -1.68 0.69
H 0.146 -0.633 0.045 0.25 -0.70 1.62
H 1.685 -1.019 0.938 -0.16 0.71 -0.42
H -0.659 -1.091 2.254 0.33 0.19 0.23
H 0.769 -0.871 2.903 2.86 -1.80 2.97
C -1.436 -0.229 -2.482 2.38 1.17 -2.14
H -1.670 0.905 -2.668 -0.08 -2.58 -0.05
H -1.783 -0.584 -1.565 -0.49 -0.16 1.71
H -0.302 -0.301 -2.527 -1.16 0.29 0.57
H -1.667 -1.044 -3.206 -0.65 1.29 -0.10
```
Positions in Å, forces in eV/Å.

## Properties
SMILES   CCN.C
Net charge   0

Löwdin population analysis, charges in e, atoms 1 to 5: atom 1 (C): -0.1313, atom 2 (C): -0.3249, atom 3 (N): -0.0183, atom 4 (H): 0.0627, atom 5 (H): 0.0524

***

[5]
Formula: C3H11N2
Source: the Open Molecules 2025 dataset
Level of theory: ωB97M-V with the def2-TZVPD basis set

The geometry in XYZ format:
```
16
Properties=species:S:1:pos:R:3:forces:R:3
C -1.332 0.757 0.777 2.33 -0.71 2.13
C -1.235 -0.768 -1.069 1.04 0.80 -1.59
C 0.692 0.701 -0.578 -1.56 -1.60 -0.92
N 1.970 -0.363 0.637 0.65 -2.42 1.89
N -0.549 0.308 -0.364 0.38 1.74 -0.21
H -1.618 -0.206 1.313 0.43 1.53 0.07
H -0.720 1.526 1.361 -0.70 -1.53 -0.33
H -2.212 1.274 0.569 -1.57 0.64 -1.11
H -1.284 -1.516 -0.333 0.08 -1.83 0.34
H -2.251 -0.473 -1.239 -0.55 0.36 -0.32
H -0.759 -1.022 -2.062 -0.39 0.05 1.40
H 1.029 0.342 -1.565 0.56 0.45 0.78
H 1.162 1.492 -0.038 -0.45 0.80 -0.28
H 2.961 -0.007 0.718 -1.43 -0.29 0.29
H 1.541 -0.567 1.640 1.42 0.85 -2.55
H 2.105 -1.332 0.244 -0.23 1.18 0.43
```
Positions in Å, forces in eV/Å.

## Properties
Net charge   +1

Löwdin population analysis, charges in e, atoms 1 to 5: atom 1 (C): -0.0237, atom 2 (C): -0.0099, atom 3 (C): 0.0371, atom 4 (N): 0.0360, atom 5 (N): -0.2620

***

[6]
Formula: C3H11N2
Source: the Open Molecules 2025 dataset
Level of theory: ωB97M-V with the def2-TZVPD basis set

The geometry in XYZ format:
```
16
Properties=species:S:1:pos:R:3:forces:R:3
C 0.824 0.660 -0.845 -1.49 -0.10 -2.05
N -0.113 -0.022 0.047 -0.34 -0.94 -0.21
C 0.211 -1.505 -0.027 -0.32 3.29 -1.12
C -0.018 0.459 1.452 1.95 -2.32 -0.86
N -1.531 0.158 -0.403 2.35 -2.59 -1.82
H 0.676 0.453 -1.911 -0.01 -1.11 0.30
H 0.592 1.649 -0.902 -1.04 3.20 0.61
H 1.832 0.683 -0.642 2.25 -1.02 1.10
H 0.946 -1.798 0.595 2.63 -0.37 2.28
H -0.597 -2.065 0.126 -3.51 -1.91 0.76
H 0.517 -1.591 -0.997 0.84 -0.90 -2.54
H -0.820 -0.103 1.895 0.34 -0.19 1.26
H 1.081 0.425 1.762 -1.81 -0.66 0.08
H -0.240 1.436 1.373 -1.02 3.58 0.25
H -1.904 0.996 -0.073 -0.34 1.95 0.67
H -1.457 0.166 -1.448 -0.50 0.08 1.27
```
Positions in Å, forces in eV/Å.

## Properties
SMILES   C[N+](C)(C)N
Net charge   +1

Löwdin population analysis, charges in e, atoms 1 to 5: atom 1 (C): -0.0104, atom 2 (N): -0.3828, atom 3 (C): 0.0684, atom 4 (C): 0.0483, atom 5 (N): 0.1651

***

[7]
Formula: C3H11N2
Source: the Open Molecules 2025 dataset
Level of theory: ωB97M-V with the def2-TZVPD basis set

The geometry in XYZ format:
```
16
Properties=species:S:1:pos:R:3:forces:R:3
N -0.060 0.738 -1.525 1.27 -0.24 0.52
C 0.590 -0.563 -1.147 -3.03 0.51 0.23
C -0.347 -1.111 -0.044 -0.28 0.12 2.97
C 0.028 -0.372 1.317 1.89 -1.12 -0.84
N -0.147 1.126 1.192 0.50 -0.62 -1.50
H 0.506 1.240 -2.197 -0.48 -0.01 -0.36
H -1.026 0.610 -1.790 0.18 0.06 -0.52
H 0.554 -1.321 -1.917 0.60 0.13 -0.56
H 1.593 -0.319 -0.792 -0.05 -0.50 -0.01
H -0.417 -2.209 0.065 1.16 0.41 0.26
H -1.417 -0.967 0.028 -0.69 0.78 -1.90
H -0.398 -0.623 2.297 -0.13 -0.46 -0.68
H 1.103 -0.598 1.289 -0.11 0.64 1.04
H 0.447 1.621 1.851 -0.78 0.26 0.58
H -1.149 1.299 1.140 0.01 0.67 0.94
H 0.141 1.449 0.233 -0.07 -0.63 -0.18
```
Positions in Å, forces in eV/Å.

## Properties
SMILES   NCCC[NH3+]
Net charge   +1

Löwdin population analysis, charges in e, atoms 1 to 5: atom 1 (N): -0.0202, atom 2 (C): -0.2012, atom 3 (C): -0.1612, atom 4 (C): -0.1381, atom 5 (N): 0.1605

***

Number 1: orbital gap 10.31 eV. Number 2: orbital gap 7.20 eV. Number 3: orbital gap 6.91 eV. Number 4: orbital gap 10.20 eV. Number 5: orbital gap 11.08 eV. Number 6: orbital gap 12.89 eV. Number 7: orbital gap 10.96 eV.